Computed, not measured: a cluster of 9 separate species, C33H48BBrClF2N4O28S in total at a distorted geometry, with the ωB97M-V functional and the def2-TZVPD basis.

Geometry as XYZ:
```
119
Properties=species:S:1:pos:R:3:forces:R:3
C 1.186387 -2.600589 2.809290 0.226 0.371 0.064
C 0.818133 -1.198343 2.328102 0.755 -0.465 -0.094
O -0.281543 -1.216445 1.411583 -0.014 0.553 0.564
B -1.449831 -0.592644 1.640571 -0.090 -0.267 -0.739
O -2.389684 -0.507101 0.669174 0.067 0.094 0.101
N -1.826778 0.118029 2.939117 0.335 0.124 0.254
C -1.576168 1.347944 3.323263 0.001 -0.217 -0.321
N -1.973772 1.798453 4.544500 0.073 -0.014 -0.036
C -1.591450 3.029582 4.638363 -0.320 -0.629 0.217
Cl -1.933577 3.914741 6.015578 0.014 0.278 -0.043
N -0.917079 3.434198 3.525664 -0.010 0.623 0.341
S -0.199251 4.936506 3.255883 0.533 -0.084 -0.108
O -0.488740 5.741578 4.365661 -0.357 0.069 -0.101
O 1.115727 4.718659 2.801372 -0.121 -0.032 -0.253
F -1.071443 5.355110 2.046451 0.162 0.022 0.280
N -0.927377 2.342546 2.643690 -0.109 0.123 0.274
C -0.311630 2.447518 1.331021 0.597 0.261 -1.175
C -1.227473 2.265011 0.123856 -0.539 -0.067 0.881
F 0.754583 1.580807 1.290319 -0.078 -0.270 0.212
C -2.612905 -0.676236 3.924898 -0.516 -0.854 -0.230
Br -2.545142 -2.556690 3.371258 0.036 0.159 -0.024
C -4.080152 -0.256588 4.048120 0.133 0.797 0.086
C -4.723596 0.339011 2.794838 -0.451 -0.285 0.276
H 1.936484 -3.041142 2.155453 -0.216 -0.171 -0.141
H 1.661688 -2.512254 3.787445 -0.097 -0.100 0.058
H 0.317661 -3.246259 2.887706 0.000 -0.032 0.023
H 1.670022 -0.799526 1.777961 -0.096 0.160 -0.034
H 0.662289 -0.524583 3.173003 -0.417 -0.003 -0.032
H -2.100193 -0.928429 -0.151863 -0.157 -0.163 -0.003
H 0.141519 3.428913 1.251399 -0.120 0.057 0.339
H -2.246659 2.110712 0.478555 -0.063 -0.166 -0.188
H -1.244902 3.167544 -0.476621 0.227 -0.063 -0.135
H -0.919647 1.409394 -0.465207 0.045 0.043 -0.167
H -2.103303 -0.678645 4.881796 0.029 0.182 -0.005
H -4.116024 0.497900 4.838075 0.031 -0.096 0.048
H -4.662081 -1.105474 4.395393 0.073 -0.066 0.055
H -5.592151 0.919149 3.107189 -0.005 0.013 -0.014
H -5.107615 -0.440747 2.140838 0.229 0.033 -0.288
H -4.071693 1.012678 2.242596 0.052 -0.060 -0.096
C -2.728469 4.223804 -4.740354 -0.071 0.148 -0.034
C -2.217966 4.772883 -3.422332 -0.034 0.103 -0.063
O -2.057841 3.576496 -2.644562 -0.090 0.101 -0.069
C -1.898062 2.529587 -3.508979 0.163 0.088 -0.064
O -1.555450 1.445017 -3.162917 0.012 -0.037 0.273
O -2.153774 2.912919 -4.764055 -0.009 -0.004 0.018
H -2.398564 4.792899 -5.604232 0.090 -0.123 -0.044
H -3.815106 4.130229 -4.765184 0.006 -0.019 0.029
H -1.246547 5.259216 -3.523161 0.014 -0.032 -0.017
H -2.912301 5.451602 -2.934232 -0.036 -0.110 0.087
C -4.364303 -0.257298 -2.700788 0.073 0.147 -0.244
C -4.647930 0.871233 -1.734280 0.048 0.057 -0.026
O -5.615207 0.289027 -0.852804 0.063 -0.005 0.007
C -5.471715 -1.063239 -0.906134 -0.041 0.023 0.059
O -6.015492 -1.821437 -0.169884 0.001 0.025 0.121
O -4.629825 -1.414190 -1.894361 0.066 0.024 0.046
H -3.345721 -0.267114 -3.068783 0.007 -0.141 0.049
H -5.046349 -0.260986 -3.552056 -0.012 -0.001 0.016
H -3.763578 1.147314 -1.154596 0.001 -0.028 -0.001
H -5.057033 1.759813 -2.209749 -0.134 -0.038 0.056
C 2.310090 4.435380 6.570150 -0.110 -0.007 -0.114
C 1.295842 3.526340 7.240342 -0.056 0.061 -0.028
O 2.086960 2.839196 8.201105 0.023 0.037 -0.065
C 3.180992 3.601462 8.485084 -0.026 -0.021 -0.024
O 3.944475 3.390889 9.357448 0.066 -0.012 0.065
O 3.261477 4.642647 7.607551 -0.039 -0.008 -0.047
H 1.889892 5.384127 6.241341 0.070 0.073 0.122
H 2.806564 3.948701 5.725584 -0.021 -0.048 0.005
H 0.515446 4.087003 7.758359 0.017 0.024 0.005
H 0.835130 2.815409 6.555926 0.078 -0.133 0.083
C -0.727468 -2.802607 -5.875136 -0.008 0.013 0.048
C -1.703762 -3.148465 -4.768525 0.222 -0.017 -0.230
O -2.237268 -1.853137 -4.432640 0.003 -0.074 0.134
C -2.083606 -1.035351 -5.491691 0.073 0.052 -0.116
O -2.565523 0.052896 -5.573426 -0.143 -0.049 -0.070
O -1.311184 -1.607705 -6.433837 0.002 -0.059 0.035
H -0.641970 -3.576581 -6.629851 -0.054 0.101 -0.116
H 0.266830 -2.560228 -5.504374 0.000 0.038 0.008
H -2.517968 -3.777079 -5.115624 -0.060 -0.027 -0.015
H -1.242424 -3.610850 -3.906493 -0.046 0.097 0.115
C 3.170125 -4.709553 -2.206768 0.141 -0.025 0.043
C 3.643495 -3.627693 -3.156710 0.168 0.064 0.159
O 2.923442 -3.937052 -4.354014 -0.013 0.005 0.039
C 1.817737 -4.639267 -4.013041 0.068 -0.055 0.009
O 0.931083 -4.897836 -4.761352 -0.063 -0.041 -0.004
O 1.859128 -4.997072 -2.712641 0.024 0.029 0.009
H 3.116133 -4.385705 -1.171499 -0.169 -0.002 -0.010
H 3.778166 -5.612618 -2.266275 0.003 0.004 -0.034
H 3.360112 -2.626024 -2.827786 -0.031 -0.014 0.012
H 4.715272 -3.655190 -3.333079 -0.029 -0.050 -0.158
C 4.716058 6.162010 4.675131 -0.118 0.053 0.063
C 4.685235 5.041623 3.653235 -0.090 -0.078 0.051
O 5.748263 5.400851 2.775481 -0.038 -0.003 0.022
C 6.618916 6.196458 3.457836 -0.023 0.005 0.044
O 7.682078 6.524612 3.060711 0.077 0.021 -0.042
O 6.086540 6.554380 4.654521 -0.027 -0.052 -0.075
H 4.431403 5.848190 5.675198 0.198 0.035 0.080
H 4.103026 7.015834 4.376126 -0.003 -0.016 -0.040
H 4.907913 4.068002 4.098244 0.028 0.019 0.025
H 3.747634 4.979954 3.105108 0.079 0.053 -0.116
C -5.167931 -6.606713 -4.979425 -0.074 -0.099 -0.065
C -5.735165 -6.962571 -3.619076 -0.125 -0.043 -0.060
O -4.675285 -6.573501 -2.739712 -0.009 -0.010 -0.021
C -3.926907 -5.634248 -3.357673 -0.111 -0.101 0.105
O -3.077466 -4.993998 -2.831066 0.042 0.028 0.039
O -4.282940 -5.526009 -4.661195 0.021 0.018 -0.001
H -5.919544 -6.280464 -5.692578 0.052 0.144 0.014
H -4.584974 -7.419113 -5.415394 0.015 -0.007 0.030
H -6.625448 -6.382367 -3.372221 0.015 0.028 -0.013
H -5.952106 -8.020557 -3.503110 0.121 -0.013 0.094
C 8.948526 -3.766424 -4.206479 0.037 0.092 -0.089
C 8.718731 -2.645512 -3.211902 0.080 0.111 -0.035
O 7.770129 -3.229547 -2.308710 0.044 -0.023 -0.141
C 7.894205 -4.580639 -2.383450 -0.011 0.023 0.034
O 7.361956 -5.342156 -1.645193 -0.119 -0.029 0.027
O 8.694104 -4.929842 -3.412709 0.004 0.032 -0.006
H 9.959085 -3.794271 -4.603481 0.027 -0.126 0.082
H 8.237370 -3.744379 -5.033955 -0.019 0.005 0.018
H 9.620341 -2.389929 -2.653869 0.010 -0.034 0.000
H 8.307632 -1.745775 -3.661366 -0.127 -0.027 0.070
```
Positions in Å, forces in eV/Å.

Its charge is +1. For the frontier orbital gap, the calculation gives 8.2 eV. Its spin multiplicity is 1.